No. 1
Molecular formula: C2H10O3
Method: DFT, ωB97M-V/def2-TZVPD

The total energy is -8377.4673 eV. Its HOMO energy is -10.01 eV. For the LUMO energy, the calculation gives 0.717 eV. The value obtained for the gap between HOMO and LUMO is 10.7 eV.

```
! wB97M-V def2-TZVPD RIJCOSX def2/J DEFGRID3
* xyz 0 1
O -1.9694 -0.8374 0.2836
O 1.1901 -1.4704 2.1413
O -0.1252 1.8883 -1.4074
C 1.6044 -2.4995 1.3458
C -0.6533 3.0434 -2.0012
H 2.5536 -2.9126 1.6870
H -0.8262 1.2596 -1.2207
H -1.1883 2.7019 -2.8874
H -1.1870 -0.9374 0.8260
H -1.2966 3.4809 -1.2377
H 1.9461 -0.9015 2.3038
H 0.8323 -3.2688 1.3392
H -2.6815 -1.1790 0.8244
H 1.7591 -2.1924 0.3115
H 0.0420 3.8247 -2.3082
*
```

Mulliken population analysis, charges in e, atoms 1 to 4: -0.6355 -0.4967 -0.4925 -0.5780


No. 2
Molecular formula: C2H10O4
Method: DFT, ωB97M-V/def2-TZVPD

The total energy is -10425.0472 eV. Its HOMO energy is -9.28 eV. For the LUMO energy, the calculation gives 0.469 eV. The value obtained for the gap between HOMO and LUMO is 9.7 eV.

```
! wB97M-V def2-TZVPD RIJCOSX def2/J DEFGRID3
* xyz 0 1
O -1.8616 -0.1401 0.3806
O 2.5379 0.1546 0.1396
O -0.4779 -0.2586 -2.5575
O 1.1873 -2.1364 1.0498
C -1.4105 1.1054 0.8245
C -0.6846 1.8413 -0.0022
H -2.5152 -0.4642 1.0079
H 0.5870 -2.5162 1.7190
H -0.2573 2.7321 0.4417
H 0.1726 -0.9329 -2.8293
H -1.0915 -0.6778 -1.9383
H 1.7837 -1.5518 1.5525
H 2.5775 -0.6732 -0.3498
H -0.3261 1.6152 -0.9928
H -1.9512 1.3440 1.7283
H 1.7300 0.5588 -0.1738
*
```

Mulliken population analysis, charges in e, atoms 1 to 4: -0.4475 -0.6739 -0.6378 -0.6173


No. 3
Molecular formula: C2H10O4
Method: DFT, ωB97M-V/def2-TZVPD

The total energy is -10425.8714 eV. Its HOMO energy is -10.88 eV. For the LUMO energy, the calculation gives 0.489 eV. The value obtained for the gap between HOMO and LUMO is 11.4 eV.

```
! wB97M-V def2-TZVPD RIJCOSX def2/J DEFGRID3
* xyz 0 1
O -0.7449 2.3420 -0.1501
O -2.0078 -0.0457 -0.7129
O -0.6520 -1.3414 1.1835
O 0.7569 0.0593 -2.5115
C 0.4197 -1.2516 1.7366
C 1.6090 -0.5672 1.1235
H 0.6317 -1.7400 2.6873
H -1.3239 -0.4925 -0.1903
H 1.2449 0.4380 0.8479
H -0.4294 2.4643 -1.0454
H -2.8884 -0.1743 -0.3548
H 2.4351 -0.4262 1.8181
H 1.9906 -0.9819 0.1949
H -0.1392 -0.0827 -2.8265
H -1.4240 1.6500 -0.2147
H 0.5218 0.1499 -1.5857
*
```

Mulliken population analysis, charges in e, atoms 1 to 4: -0.6582 -0.7133 -0.5939 -0.6404


No. 4
Molecular formula: C2H11BNO2P3
Method: DFT, ωB97M-V/def2-TZVPD

The total energy is -36379.8024 eV. Its HOMO energy is -8.61 eV. For the LUMO energy, the calculation gives -0.077 eV. The value obtained for the gap between HOMO and LUMO is 8.5 eV.

```
! wB97M-V def2-TZVPD RIJCOSX def2/J DEFGRID3
* xyz 0 1
P -1.7713 -1.0793 -0.8995
P 0.9215 -0.2350 -2.8130
P -0.4502 0.6254 -1.3260
O 1.2379 -1.6910 -2.4796
O 1.3832 2.1096 0.3050
N -3.1483 -0.5378 -0.2997
C 0.3314 0.0343 1.5451
C 1.0717 0.4769 2.8303
B 0.5188 0.9991 0.2964
H -3.9067 -0.8127 -0.9106
H 0.9000 2.9138 0.1453
H -1.1788 -1.9420 0.0692
H 2.1112 0.5426 -2.9097
H 0.6674 1.3959 3.2608
H 2.1543 0.5456 2.7126
H -0.7268 -0.1186 1.8064
H -1.8963 -1.8324 -2.1075
H 0.8989 -0.2989 3.5893
H 0.6900 -0.9582 1.2220
H 0.1920 -0.1373 -4.0368
*
```

Mulliken population analysis, charges in e, atoms 1 to 4: 0.2433 0.2997 -0.2744 -0.6014


No. 5
Molecular formula: C2H11IN5
Method: DFT, ωB97M-V/def2-TZVPD

The total energy is -17796.9471 eV. Its HOMO energy is -12.96 eV. For the LUMO energy, the calculation gives -3.636 eV. The value obtained for the gap between HOMO and LUMO is 9.3 eV.

```
! wB97M-V def2-TZVPD RIJCOSX def2/J DEFGRID3
* xyz 1 1
I -2.9212 0.8746 -1.2367
N -0.2917 0.7876 1.5180
N 0.3821 -0.8094 -3.0208
N 0.1408 -0.4801 -0.4853
N 0.7563 -1.3021 3.3631
N -0.2398 2.7160 -0.9578
C -0.8080 1.6538 -0.6661
C -0.2436 0.5674 0.2111
H 0.3657 -1.2565 0.0844
H 0.8527 -1.3844 4.3558
H 0.9601 -1.5696 -2.6511
H -0.4186 -1.0812 -3.5472
H 0.8845 -0.0789 -3.4783
H -0.8472 1.4438 2.0070
H 0.1133 -1.9346 2.9383
H 1.6435 -1.1802 2.9117
H 0.1855 -0.3864 -1.8572
H -0.6679 3.4235 -1.5619
H 0.1532 -0.0034 2.0731
*
```

Mulliken population analysis, charges in e, atoms 1 to 4: 0.0610 -0.2324 -0.6081 -0.4938


No. 6
Molecular formula: C2H11N2
Method: DFT, ωB97M-V/def2-TZVPD

The total energy is -5226.5552 eV. Its HOMO energy is -15.23 eV. For the LUMO energy, the calculation gives -3.315 eV. The value obtained for the gap between HOMO and LUMO is 11.9 eV.

```
! wB97M-V def2-TZVPD RIJCOSX def2/J DEFGRID3
* xyz 1 1
N -0.1507 2.4880 0.4522
N -0.7076 -0.1511 -0.7035
C -0.2470 -1.5417 -0.2381
C 1.0928 -1.5030 0.4481
H 0.1680 2.5892 1.4148
H 1.7415 -0.8530 -0.1538
H -1.5887 -0.2520 -1.1878
H 0.4016 3.0264 -0.1849
H -0.0402 0.0925 -1.4393
H -0.3804 -2.1214 -1.1497
H 1.0213 -1.0075 1.4118
H 1.5284 -2.4899 0.5066
H -0.7174 0.7014 -0.0888
H -1.0747 2.9055 0.4878
H -1.0470 -1.8833 0.4245
*
```

Mulliken population analysis, charges in e, atoms 1 to 4: -0.8779 -0.3127 -0.3851 -0.9541


No. 7
Molecular formula: C2H11N2
Method: DFT, ωB97M-V/def2-TZVPD

The total energy is -5226.5313 eV. Its HOMO energy is -15.17 eV. For the LUMO energy, the calculation gives -3.168 eV. The value obtained for the gap between HOMO and LUMO is 12.0 eV.

```
! wB97M-V def2-TZVPD RIJCOSX def2/J DEFGRID3
* xyz 1 1
N 0.3577 -0.4098 -0.1902
N -0.3827 1.7460 1.5921
C -0.5036 -1.6298 -0.0637
C 0.5842 0.0144 -1.6263
H 1.2239 0.8853 -1.6094
H -1.5034 -1.3041 0.1964
H 1.2935 -0.5561 0.1833
H -0.3684 0.1898 -2.1000
H -0.5652 -2.0972 -1.0394
H 0.1080 1.5996 2.4628
H 1.0862 -0.8153 -2.1218
H -0.1230 -2.2866 0.7086
H -0.0343 0.4193 0.3020
H 0.0285 2.5550 1.1352
H -1.3551 1.9798 1.7404
*
```

Mulliken population analysis, charges in e, atoms 1 to 4: -0.0698 -0.9139 -0.7506 -0.9698


No. 8
Molecular formula: C2H11N2O
Method: DFT, ωB97M-V/def2-TZVPD

The total energy is -7276.0983 eV. The expectation value of S² is 0.751. Its HOMO energy (alpha / beta) is -2.66 / -10.66 eV. For the LUMO energy (alpha / beta), the calculation gives 0.889 / 0.645 eV. The value obtained for the gap between HOMO and LUMO (alpha / beta) is 3.5 / 11.3 eV.

```
! wB97M-V def2-TZVPD RIJCOSX def2/J DEFGRID3
* xyz 0 2
O 1.1757 -0.9369 -0.8480
N -1.4268 -0.4167 0.3054
N 1.0275 1.0911 0.6424
C -2.4994 0.3379 -0.3886
C 1.8218 -0.0621 0.1982
H -0.5880 0.2341 0.4560
H -3.1935 -0.3616 -0.8131
H -1.0542 -1.1798 -0.1540
H -2.9931 1.0321 0.2859
H 2.8290 0.2683 -0.0314
H 1.8927 -0.7426 1.0307
H 1.7800 -1.6408 -1.0631
H 1.2781 1.4403 1.5679
H -1.9872 0.9091 -1.2061
H 1.2665 1.8670 -0.0164
H -1.7751 -0.7061 1.2351
*
```

Mulliken population analysis, charges in e, atoms 1 to 4: -0.0356 -1.4618 -0.8423 -1.5683


No. 9
Molecular formula: C2H11N2O
Method: DFT, ωB97M-V/def2-TZVPD

The total energy is -7273.4923 eV. Its HOMO energy is -14.10 eV. For the LUMO energy, the calculation gives -3.201 eV. The value obtained for the gap between HOMO and LUMO is 10.9 eV.

```
! wB97M-V def2-TZVPD RIJCOSX def2/J DEFGRID3
* xyz 1 1
O -0.8466 -0.0630 0.8519
N 1.1626 1.3620 0.1539
N -1.5878 -0.8685 -1.2774
C -1.3455 -1.2041 0.0763
C 2.4490 0.6209 0.2486
H 3.2722 1.3103 0.0596
H 0.3648 0.6779 0.5837
H 2.4931 -0.2310 -0.4188
H 2.5575 0.3403 1.2837
H -1.5540 0.5969 0.8520
H -2.2161 -1.5570 0.6291
H -0.5821 -1.9775 0.1686
H 0.7794 1.7094 -0.7206
H -0.8739 -1.2154 -1.8941
H -2.4990 -1.0996 -1.6536
H 1.1689 2.1581 0.7866
*
```

Mulliken population analysis, charges in e, atoms 1 to 4: -0.5760 -0.3632 -0.4750 -0.3334


No. 10
Molecular formula: C2H11N2O
Method: DFT, ωB97M-V/def2-TZVPD

The total energy is -7273.4973 eV. Its HOMO energy is -14.43 eV. For the LUMO energy, the calculation gives -3.279 eV. The value obtained for the gap between HOMO and LUMO is 11.2 eV.

```
! wB97M-V def2-TZVPD RIJCOSX def2/J DEFGRID3
* xyz 1 1
O -2.4556 0.6247 0.7282
N -0.2170 -1.2086 0.5234
N 0.8274 1.1913 0.2508
C 0.5851 -1.0263 -0.7335
C 1.4931 0.1412 -0.7055
H 0.4379 0.4960 1.0058
H -1.2094 -1.0996 0.3395
H -2.3678 1.3586 1.3560
H 0.0401 1.5202 -0.3084
H -0.1430 -1.0582 -1.5459
H 1.3078 2.0389 0.5329
H -0.1470 -2.1389 0.9210
H 2.5169 0.0292 -0.3013
H -3.3984 0.4977 0.5799
H 1.6098 0.5839 -1.6866
H 1.1200 -1.9500 -0.9563
*
```

Mulliken population analysis, charges in e, atoms 1 to 4: -0.6085 -0.6309 -0.3933 -0.2984


No. 11
Molecular formula: C2H11N2O
Method: DFT, ωB97M-V/def2-TZVPD

The total energy is -7259.2728 eV. The expectation value of S² is 0.754. Its HOMO energy (alpha / beta) is -21.34 / -20.92 eV. For the LUMO energy (alpha / beta), the calculation gives -7.562 / -14.310 eV. The value obtained for the gap between HOMO and LUMO (alpha / beta) is 13.8 / 6.6 eV.

```
! wB97M-V def2-TZVPD RIJCOSX def2/J DEFGRID3
* xyz 2 2
O 1.1283 1.0277 0.3471
N -0.3975 -1.3891 -1.0524
N -1.1973 1.1106 0.3256
C -0.0078 1.7080 0.7689
C 0.5156 -2.2633 -0.1992
H -1.6423 1.6968 -0.3825
H 0.1773 -3.2835 -0.2888
H 0.1639 1.9285 1.8513
H 1.5259 -2.1070 -0.5729
H -1.8772 0.9407 1.0650
H -1.3746 -1.6265 -0.8757
H 0.5296 -1.7689 0.7682
H 1.9164 1.5397 0.6516
H -0.1355 -1.4681 -2.0374
H 0.1508 2.7484 0.3579
H -0.3292 -0.3703 -0.8395
*
```

Mulliken population analysis, charges in e, atoms 1 to 4: -0.2162 -0.2488 -0.5368 -0.1749


No. 12
Molecular formula: C2H11N2O2
Method: DFT, ωB97M-V/def2-TZVPD

The total energy is -9321.7675 eV. Its HOMO energy is -14.78 eV. For the LUMO energy, the calculation gives -3.393 eV. The value obtained for the gap between HOMO and LUMO is 11.4 eV.

```
! wB97M-V def2-TZVPD RIJCOSX def2/J DEFGRID3
* xyz 1 1
O -2.4296 -0.1194 1.2108
O -0.3638 1.8549 1.0155
N 0.3886 -0.5337 -0.4521
N 1.6760 1.3494 -0.8229
C 1.3852 0.0711 -1.0324
C 0.2915 -1.9831 -0.5356
H 0.0694 -2.4652 0.4136
H 1.2602 -2.3964 -0.8192
H -0.3641 0.0075 -0.0343
H -3.3353 0.1473 1.0013
H 2.6308 1.5757 -1.0552
H 1.3194 1.6877 0.0775
H -0.4282 2.7566 0.6726
H -0.4221 -2.3290 -1.2797
H -1.0431 1.5866 1.6435
H -2.5175 -0.8110 1.8757
H 1.8827 -0.3989 -1.8791
*
```

Mulliken population analysis, charges in e, atoms 1 to 4: -0.6247 -0.6871 -0.0117 -0.3429